DFT (wB97M-V/def2-TZVPD) results for a structure of composition C42H28F5IrN6O6S2Se.

Atoms and positions in Å:
1 Ir 0.83 0.18 -0.95
2 S 8.09 -1.55 -0.47
3 N 7.24 -0.70 -1.60
4 C 6.00 -0.62 -1.27
5 C 4.95 0.07 -1.99
6 C 5.22 0.96 -3.00
7 C 4.14 1.54 -3.52
8 C 2.78 1.29 -3.02
9 N 2.56 0.55 -1.91
10 C 3.66 -0.04 -1.41
11 C 3.38 -0.74 -0.01
12 N 2.19 -0.48 0.43
13 C 1.83 -0.98 1.61
14 C 2.75 -1.80 2.44
15 C 4.05 -1.88 1.99
16 C 4.45 -1.30 0.69
17 C 5.79 -1.27 0.04
18 N 6.89 -1.92 0.52
19 H 6.21 1.16 -3.42
20 H 4.26 2.03 -4.52
21 H 1.91 1.63 -3.56
22 H 0.88 -0.64 1.96
23 H 2.37 -2.19 3.35
24 H 4.58 -2.40 2.84
25 O -2.21 1.07 -1.06
26 C -1.95 -0.42 -0.66
27 O -0.82 -0.53 -0.01
28 C -3.26 -0.89 -0.08
29 C -3.37 -0.85 1.32
30 C -4.58 -1.19 1.87
31 C -5.58 -1.76 1.10
32 C -5.41 -1.81 -0.31
33 C -4.27 -1.28 -0.93
34 H -2.65 -0.35 1.85
35 H -4.73 -1.13 2.93
36 H -6.48 -2.12 1.63
37 H -6.17 -2.32 -0.83
38 H -4.21 -1.18 -2.06
39 C 3.91 2.64 0.85
40 C 2.71 3.17 0.06
41 C 1.40 2.72 0.34
42 C 0.32 3.18 -0.43
43 C 0.63 4.03 -1.49
44 C 1.91 4.41 -1.83
45 C 2.97 3.98 -1.03
46 S -0.68 4.73 -2.41
47 O -0.13 5.04 -3.77
48 O -1.37 5.68 -1.60
49 N -1.80 3.53 -2.68
50 C -1.79 2.68 -3.86
51 C -2.34 1.32 -3.52
52 C -1.61 0.76 -2.34
53 O -1.76 -0.65 -2.14
54 O -0.22 0.99 -2.39
55 H 3.56 1.82 1.47
56 H 4.42 3.33 1.47
57 H 4.63 2.36 0.06
58 H 1.14 2.14 1.25
59 H -0.74 2.96 -0.22
60 H 1.95 4.94 -2.75
61 H 4.04 4.27 -1.26
62 H -2.30 3.18 -1.88
63 H -0.77 2.66 -4.28
64 H -2.37 3.17 -4.68
65 H -2.41 0.70 -4.42
66 H -3.37 1.48 -3.31
67 N 0.92 -2.50 -1.58
68 C 0.08 -3.13 -1.16
69 C -0.93 -3.92 -0.58
70 C -1.82 -4.72 -1.25
71 C -2.84 -5.34 -0.54
72 C -2.98 -5.27 0.83
73 C -2.01 -4.55 1.50
74 C -0.98 -3.89 0.83
75 H -1.76 -4.71 -2.39
76 H -3.64 -5.89 -1.03
77 H -3.78 -5.74 1.41
78 H -2.12 -4.49 2.56
79 H -0.24 -3.30 1.30
80 F -3.13 -2.42 5.78
81 C -2.82 -1.25 5.29
82 C -1.51 -1.02 5.01
83 F -0.49 -1.89 5.15
84 C -1.17 0.24 4.53
85 F 0.14 0.46 4.43
86 C -2.08 1.21 4.18
87 Se -1.46 2.86 3.48
88 C -3.41 0.86 4.41
89 F -4.37 1.83 4.26
90 C -3.80 -0.28 5.07
91 F -5.07 -0.52 5.33

2S+1   5
Energy above the lowest of the compared OMol25 structures with the same formula, charge and spin   77.2 kcal/mol
Net charge   0
HOMO (alpha / beta)   -5.158 / -8.468 eV
Orbital gap (alpha / beta)   0.167 / 0.206 hartree

Atomic partial charges in e from the Löwdin method, atoms 1 to 6: 1.56, 0.95, -0.23, -0.33, -0.09, -0.02